Molecular formula: C35H78BBr2N2O10P
Method: DFT, ωB97M-V/def2-TZVPD

The HOMO-LUMO gap comes out at 9.112 eV. The value obtained for the max |F| is 0.02992 hartree/bohr. The value obtained for the total energy is -211060.509 eV. The SMILES is CCCC[C@H](CCCCN)OC[C@@](OC[C@@H](C)CC(C)C)(O[C@H]([PH2]=N)[C@H](Br)[C@H](C)Br)B(C)O.COCCOCCOC.COCCOCCOC. Its LUMO energy is 0.24 eV. Its spin multiplicity is 1.

Each line ends with the Löwdin charge.
Cartesian coordinates (Å):
C  5.95  -1.97  1.81  -0.111
C  4.70  -2.01  0.94  -0.252
C  4.48  -0.70  0.18  -0.201
C  3.66  -0.84  -1.10  -0.135
C  2.16  -0.96  -0.89  -0.321
C  1.58  0.18  -0.02  -0.110
C  0.28  0.79  -0.60  -0.180
C  -0.79  0.90  0.51  -0.196
C  -2.15  1.27  -0.10  -0.279
N  -3.30  0.81  0.71  0.007
O  1.97  -2.21  -0.24  -0.090
C  0.75  -2.82  -0.53  -0.147
C  0.83  -4.28  -0.07  -0.360
O  1.29  -4.32  1.27  -0.041
C  0.53  -3.54  2.18  -0.181
C  0.53  -4.17  3.56  -0.331
C  1.96  -4.35  4.02  -0.045
C  -0.22  -3.17  4.46  -0.139
C  -1.18  -3.80  5.50  -0.403
C  -0.69  -5.13  6.09  -0.076
C  -2.62  -3.93  4.97  -0.059
O  -0.42  -4.96  -0.04  -0.104
C  -1.28  -4.87  -1.14  -0.525
P  -2.56  -3.51  -0.90  0.787
N  -2.98  -3.20  0.59  -0.277
C  -1.83  -6.29  -1.42  -0.681
Br  -2.19  -6.41  -3.35  0.751
C  -2.99  -6.85  -0.61  -0.765
C  -4.41  -6.42  -1.01  -0.182
Br  -2.75  -6.59  1.31  0.751
B  1.99  -5.03  -0.92  -0.366
C  1.78  -5.68  -2.34  0.034
O  3.26  -5.06  -0.38  0.149
H  5.78  -1.39  2.71  0.069
H  6.24  -2.96  2.12  0.065
H  6.79  -1.53  1.28  0.066
H  4.78  -2.85  0.26  0.098
H  3.86  -2.16  1.60  0.102
H  4.07  0.03  0.87  0.104
H  5.47  -0.32  -0.11  0.105
H  3.89  -0.01  -1.77  0.112
H  4.00  -1.74  -1.60  0.119
H  1.70  -0.93  -1.88  0.140
H  1.34  -0.26  0.93  0.112
H  2.33  0.94  0.16  0.098
H  -0.14  0.15  -1.37  0.094
H  0.52  1.78  -0.99  0.101
H  -0.44  1.69  1.17  0.116
H  -0.83  -0.05  1.03  0.095
H  -2.19  0.82  -1.09  0.098
H  -2.15  2.35  -0.23  0.072
H  -2.95  0.40  1.56  0.051
H  -3.81  0.11  0.19  0.049
H  0.64  -2.81  -1.63  0.135
H  -0.12  -2.28  -0.14  0.107
H  -0.51  -3.41  1.88  0.109
H  0.97  -2.54  2.27  0.133
H  -0.02  -5.10  3.49  0.136
H  2.55  -4.90  3.29  0.077
H  2.01  -4.92  4.94  0.065
H  2.40  -3.39  4.23  0.082
H  -0.85  -2.58  3.80  0.096
H  0.47  -2.47  4.92  0.115
H  -1.23  -3.10  6.33  0.119
H  -1.30  -5.35  6.96  0.077
H  0.35  -5.06  6.36  0.066
H  -0.83  -5.91  5.36  0.071
H  -2.76  -3.41  4.04  0.063
H  -3.31  -3.49  5.68  0.071
H  -2.88  -4.97  4.83  0.066
H  -0.77  -4.57  -2.05  0.070
H  -3.60  -3.86  -1.77  -0.001
H  -1.95  -2.38  -1.49  0.008
H  -2.72  -2.23  0.77  -0.064
H  -0.99  -6.95  -1.27  0.088
H  -2.94  -7.92  -0.73  0.071
H  -5.01  -7.31  -1.18  0.076
H  -4.46  -5.85  -1.92  0.016
H  -4.90  -5.88  -0.21  0.054
H  2.42  -6.56  -2.39  0.072
H  0.78  -6.01  -2.57  0.025
H  2.16  -5.02  -3.11  0.082
H  3.49  -5.97  -0.15  0.127
C  2.70  8.15  1.52  -0.112
O  3.25  6.86  1.33  -0.196
C  2.75  5.88  2.22  -0.198
C  2.49  4.56  1.52  -0.183
O  1.39  4.55  0.62  -0.132
C  1.50  5.28  -0.60  -0.174
C  2.49  4.72  -1.60  -0.193
O  3.83  4.90  -1.18  -0.192
C  4.66  3.78  -1.41  -0.107
H  3.19  8.66  2.36  0.087
H  2.88  8.72  0.61  0.088
H  1.62  8.10  1.70  0.086
H  1.83  6.22  2.70  0.124
H  3.51  5.71  3.00  0.128
H  2.21  3.84  2.30  0.127
H  3.39  4.17  1.05  0.115
H  1.67  6.34  -0.41  0.118
H  0.51  5.20  -1.06  0.119
H  2.36  5.26  -2.55  0.130
H  2.27  3.66  -1.77  0.114
H  4.16  2.85  -1.13  0.073
H  5.55  3.89  -0.78  0.091
H  4.97  3.72  -2.46  0.090
C  -3.11  7.09  -6.01  -0.115
O  -3.49  6.93  -4.66  -0.197
C  -4.89  6.87  -4.45  -0.199
C  -5.27  5.82  -3.43  -0.182
O  -5.09  4.47  -3.85  -0.118
C  -3.78  3.97  -4.02  -0.182
C  -2.99  3.78  -2.74  -0.203
O  -2.62  5.03  -2.17  -0.197
C  -2.76  5.10  -0.76  -0.111
H  -3.20  8.14  -6.33  0.087
H  -2.07  6.79  -6.10  0.087
H  -3.71  6.46  -6.68  0.086
H  -5.42  6.67  -5.39  0.123
H  -5.22  7.85  -4.07  0.127
H  -6.34  5.92  -3.27  0.129
H  -4.78  6.00  -2.47  0.115
H  -3.22  4.55  -4.75  0.116
H  -3.92  2.97  -4.45  0.128
H  -2.07  3.23  -2.97  0.126
H  -3.58  3.18  -2.04  0.118
H  -3.70  4.65  -0.43  0.094
H  -2.76  6.15  -0.49  0.090
H  -1.92  4.60  -0.26  0.072


Molecular formula: C5H11N3O
Method: DFT, ωB97M-V/def2-TZVPD

The energy above the lowest of the compared OMol25 structures with the same formula, charge and spin comes out at 67.8 kcal per mole. The HOMO-LUMO gap comes out at 9.547 eV. The value obtained for the max |F| is 0.06769 hartree/bohr. The value obtained for the total energy is -11878.831 eV. The SMILES is [H]/N=C(/C)O[C@@H](N=C)NC. Its LUMO energy is 0.59 eV. Its spin multiplicity is 1.

Each line ends with the Löwdin charge.
Cartesian coordinates (Å):
H  0.71  -1.93  -1.95  0.064
N  1.49  -1.34  -1.70  0.157
C  1.20  -0.32  -1.02  -0.430
C  2.25  0.64  -0.55  -0.025
O  -0.12  0.47  -1.21  -0.049
C  -1.06  -0.17  -0.43  -0.457
N  -0.16  -0.95  0.49  0.018
C  -0.38  -2.12  0.89  -0.017
N  -1.88  0.77  0.26  -0.042
C  -1.19  1.82  1.01  -0.111
H  3.23  0.17  -0.59  0.081
H  2.26  1.51  -1.20  0.086
H  2.02  0.98  0.45  0.076
H  -1.72  -0.87  -0.99  0.150
H  0.34  -2.61  1.53  0.079
H  -1.30  -2.67  0.64  0.082
H  -2.59  0.30  0.82  0.112
H  -0.54  2.35  0.32  0.075
H  -0.60  1.43  1.85  0.074
H  -1.94  2.51  1.39  0.076


Molecular formula: C17H35AlO13
Method: DFT, ωB97M-V/def2-TZVPD

The energy above the lowest of the compared OMol25 structures with the same formula, charge and spin comes out at 35.5 kcal per mole. The HOMO-LUMO gap comes out at 2.022 eV. The value obtained for the max |F| is 0.04656 hartree/bohr. The value obtained for the total energy is -51387.137 eV. Its LUMO energy is -13.15 eV. Its spin multiplicity is 1. As for the total charge: +2.

Each line ends with the Löwdin charge.
Cartesian coordinates (Å):
Al  -4.65  -1.30  -0.73  1.130
C  -1.21  -0.74  -2.40  -0.114
O  -2.41  -1.22  -2.64  -0.032
H  -1.23  0.02  -1.56  0.174
H  -0.48  -1.45  -1.97  0.121
H  -0.91  -0.10  -3.25  0.161
C  2.43  4.76  3.67  -0.047
C  1.43  3.82  4.30  -0.182
O  0.77  2.98  3.34  0.045
C  1.49  2.07  2.70  -0.599
O  2.55  1.62  3.01  0.182
O  0.90  1.89  1.51  -0.008
C  1.55  1.14  0.48  -0.010
H  2.09  5.16  2.71  0.081
H  3.33  4.19  3.44  0.080
H  2.73  5.53  4.37  0.092
H  0.63  4.36  4.81  0.129
H  1.91  3.17  5.04  0.130
H  1.84  0.19  0.94  0.098
H  2.52  1.59  0.26  0.111
H  0.85  1.07  -0.34  0.063
C  -2.48  3.10  -1.70  -0.027
C  -1.64  2.97  -0.44  -0.215
O  -0.75  4.06  -0.22  0.081
C  -1.07  5.01  0.65  -0.583
O  -1.96  4.98  1.45  0.165
O  -0.23  6.03  0.46  0.018
C  -0.44  7.24  1.15  -0.038
H  -3.14  3.96  -1.70  0.100
H  -2.99  2.13  -1.74  0.063
H  -1.85  3.12  -2.59  0.091
H  -1.04  2.05  -0.51  0.086
H  -2.25  2.72  0.43  0.134
H  -0.43  7.09  2.23  0.104
H  -1.33  7.81  0.90  0.110
H  0.41  7.89  0.94  0.103
C  -5.95  -7.00  -1.65  -0.048
C  -5.37  -5.91  -0.75  -0.198
O  -3.97  -6.19  -0.58  0.064
C  -3.11  -5.20  -0.39  -0.608
O  -3.45  -4.04  -0.24  -0.037
O  -1.90  -5.67  -0.37  0.055
C  -0.90  -4.78  0.15  -0.014
H  -5.86  -8.00  -1.25  0.088
H  -5.47  -6.90  -2.62  0.085
H  -7.01  -6.79  -1.80  0.087
H  -5.86  -5.90  0.22  0.134
H  -5.49  -5.00  -1.33  0.108
H  -0.78  -3.90  -0.49  0.077
H  0.07  -5.28  0.17  0.106
H  -1.11  -4.58  1.20  0.110
C  2.56  -2.68  -2.95  -0.060
C  4.02  -2.31  -2.76  -0.188
O  4.25  -1.15  -1.92  0.040
C  4.54  -1.37  -0.62  -0.594
O  4.70  -2.46  -0.13  0.184
O  4.73  -0.21  -0.07  0.023
C  5.12  -0.07  1.30  0.003
H  2.03  -1.75  -3.19  0.064
H  2.05  -3.11  -2.09  0.068
H  2.43  -3.35  -3.80  0.087
H  4.53  -1.99  -3.67  0.136
H  4.60  -3.13  -2.35  0.127
H  4.25  -0.29  1.93  0.090
H  5.55  0.90  1.50  0.107
H  5.88  -0.82  1.56  0.107


Q: Which of these has the highest LUMO?
A: C5H11N3O


Q: Among the records above, which one has the lowest total energy?
A: C35H78BBr2N2O10P


Q: Which of these has the lowest max |F|?
A: C35H78BBr2N2O10P


Q: Which value of LUMO does entry 1 give?
A: 0.24 eV